(1)
Here is 13 unconnected molecules or ions with the total composition C35H93N19O13 at a distorted geometry from OMol25. Energies are from wB97M-V/def2-TZVPD.

```
160
Properties=species:S:1:pos:R:3
C -3.120 -4.930 2.671
O -2.383 -5.777 2.154
N -3.223 -4.830 3.973
N -3.878 -4.128 1.936
H -3.777 -4.072 4.346
H -2.727 -5.557 4.468
H -4.007 -4.441 0.984
H -4.313 -3.270 2.244
C -4.856 -1.153 4.107
O -5.016 -2.356 3.818
N -4.345 -0.806 5.256
N -5.202 -0.144 3.389
H -3.801 -1.536 5.693
H -4.137 0.178 5.355
H -4.987 0.828 3.556
H -5.845 -0.294 2.625
C -4.319 5.573 -0.543
O -4.082 6.111 -1.569
N -3.939 4.339 -0.132
N -5.237 6.029 0.238
H -3.493 3.746 -0.817
H -4.304 3.961 0.731
H -5.704 5.586 1.017
H -5.489 6.967 -0.038
C -2.337 -5.957 -1.226
O -1.975 -6.497 -2.276
N -1.632 -5.028 -0.636
N -3.351 -6.291 -0.489
H -0.712 -4.844 -1.009
H -1.742 -4.984 0.367
H -4.154 -6.647 -0.986
H -3.350 -5.980 0.472
C -0.936 3.389 4.094
O 0.309 3.464 3.915
N -1.604 2.629 4.932
N -1.756 4.130 3.453
H -1.156 1.885 5.447
H -2.567 2.605 4.628
H -1.289 4.767 2.824
H -2.640 4.257 3.925
C 0.785 -2.993 -3.853
O 0.785 -2.029 -4.608
N 1.876 -3.701 -3.581
N -0.221 -3.455 -3.327
H 2.675 -3.098 -3.711
H 1.716 -4.504 -2.989
H -0.298 -4.422 -3.046
H -1.023 -2.856 -3.464
C -2.615 2.246 -3.776
O -3.054 2.401 -4.931
N -2.545 1.132 -3.157
N -1.869 3.151 -3.115
H -1.879 1.141 -2.398
H -2.869 0.281 -3.593
H -1.927 4.100 -3.457
H -1.659 2.931 -2.152
C -6.221 -0.207 -2.786
O -5.414 -1.136 -2.644
N -5.957 1.024 -2.972
N -7.488 -0.339 -2.658
H -5.024 1.409 -2.947
H -6.708 1.698 -3.001
H -8.088 0.389 -3.019
H -7.839 -1.241 -2.369
C 5.274 1.934 -5.011
C 5.102 3.236 -4.231
C 6.293 3.146 -3.280
C 6.849 4.570 -2.572
C 7.138 5.466 -3.730
C 5.873 5.674 -4.627
N 5.437 4.357 -5.172
O 4.429 4.445 -6.125
C 4.705 6.387 -3.859
C 6.374 6.532 -5.777
C 3.738 3.221 -3.372
H 4.391 1.858 -5.645
H 5.073 1.093 -4.348
H 6.241 1.786 -5.491
H 5.967 2.514 -2.454
H 7.257 2.803 -3.656
H 7.740 4.305 -2.004
H 6.153 5.032 -1.872
H 7.945 4.956 -4.255
H 7.576 6.329 -3.228
H 4.097 5.854 -3.128
H 5.046 7.319 -3.409
H 3.939 6.640 -4.593
H 6.551 7.557 -5.453
H 7.370 6.209 -6.080
H 5.685 6.470 -6.619
H 3.531 2.187 -3.097
H 2.717 3.370 -3.724
H 3.879 3.909 -2.539
H 3.610 4.494 -5.626
C 0.860 1.240 0.863
C 0.142 0.921 -0.458
C 0.383 -0.566 -0.842
C -0.305 -1.637 0.080
C -1.796 -1.398 0.149
C -2.148 0.116 0.414
N -1.384 1.112 -0.496
O -1.753 2.456 -0.385
C -3.649 0.266 0.212
C -1.999 0.335 1.923
C 0.771 1.643 -1.631
H 0.902 0.377 1.527
H 0.394 2.057 1.415
H 1.894 1.552 0.710
H -0.187 -0.779 -1.746
H 1.441 -0.744 -1.034
H 0.185 -1.622 1.054
H 0.019 -2.623 -0.255
H -2.187 -1.971 0.990
H -2.207 -1.729 -0.805
H -4.194 -0.520 0.734
H -3.984 1.272 0.465
H -3.735 0.135 -0.867
H -0.991 0.192 2.313
H -2.238 1.377 2.135
H -2.644 -0.246 2.582
H 1.847 1.472 -1.592
H 0.715 2.731 -1.603
H 0.414 1.415 -2.635
H -1.749 2.645 0.556
C 1.831 -2.077 4.131
C 2.291 -3.304 3.430
C 3.561 -3.802 4.100
C 3.373 -4.471 5.447
C 2.514 -5.694 5.181
C 1.104 -5.312 4.594
N 1.284 -4.383 3.474
O 0.062 -4.069 2.925
C 0.350 -6.586 4.211
C 0.247 -4.640 5.787
C 2.811 -3.155 1.969
H 1.636 -2.259 5.187
H 0.835 -1.794 3.789
H 2.536 -1.274 3.913
H 4.289 -4.444 3.603
H 4.224 -2.946 4.224
H 3.021 -3.730 6.166
H 4.335 -4.889 5.743
H 2.422 -6.122 6.179
H 2.951 -6.471 4.555
H 0.853 -6.970 3.323
H 0.464 -7.398 4.928
H -0.727 -6.547 4.047
H 0.830 -3.833 6.232
H -0.693 -4.119 5.599
H 0.044 -5.223 6.685
H 3.133 -4.062 1.458
H 3.710 -2.554 1.830
H 2.057 -2.739 1.300
H -0.093 -4.954 2.587
O -0.320 0.775 -5.612
H 0.023 0.045 -5.096
H -1.215 0.894 -5.294
O 2.113 4.043 1.523
H 1.392 4.673 1.527
H 1.888 3.417 2.211
```

Results
Net charge: +1
Lowest unoccupied orbital energy (spin up / spin down) in eV: -3.08 / -6.82
Kohn-Sham gap (spin up / spin down) in Eh: 0.226 / 0.088
HOMO energy (spin up / spin down) in eV: -9.223 / -9.223
Spin multiplicity: 2

Here are the Mulliken charges for atoms 1 to 6, given in e: number 1, C, carries 0.924; number 2, O, carries -0.942; number 3, N, carries -0.297; number 4, N, carries -0.167; number 5, H, carries 0.148; number 6, H, carries 0.260



(2)
Here is 10 unconnected molecules or ions with the total composition C35H95N5O10 at a distorted geometry from OMol25. Energies are from wB97M-V/def2-TZVPD.

```
145
Properties=species:S:1:pos:R:3
C 3.695 1.261 -1.783
C 5.271 1.342 -1.861
C 5.844 2.678 -1.572
O 5.748 0.291 -1.024
H 3.470 0.213 -1.796
H 3.160 1.759 -2.594
H 3.361 1.752 -0.876
H 5.587 1.028 -2.859
H 5.736 3.058 -0.543
H 5.518 3.410 -2.266
H 6.917 2.718 -1.740
H 5.827 0.563 -0.085
C 1.707 -1.231 -4.637
C 0.898 -1.058 -5.817
C -0.337 -1.899 -5.723
O 0.463 0.320 -6.015
H 2.128 -2.261 -4.562
H 1.165 -1.002 -3.751
H 2.596 -0.582 -4.641
H 1.467 -1.391 -6.713
H -1.078 -1.521 -6.446
H -0.776 -1.807 -4.733
H -0.107 -2.942 -5.944
H 1.261 0.826 -6.270
C -4.542 1.542 1.783
C -4.792 0.095 1.426
C -3.526 -0.719 1.523
O -5.729 -0.598 2.287
H -3.860 1.997 1.052
H -3.981 1.602 2.702
H -5.470 2.130 1.753
H -5.085 0.106 0.390
H -2.720 -0.392 0.876
H -3.864 -1.719 1.293
H -3.176 -0.693 2.548
H -6.601 -0.665 1.923
C -4.667 2.906 -2.046
C -4.745 2.565 -3.480
C -3.691 1.600 -3.906
O -5.977 1.933 -3.946
H -4.699 2.045 -1.400
H -5.448 3.561 -1.726
H -3.700 3.235 -1.744
H -4.569 3.476 -4.052
H -2.702 2.006 -3.824
H -3.922 1.335 -4.939
H -3.705 0.651 -3.324
H -6.734 2.492 -3.768
C -0.730 -1.299 -1.344
C 0.382 -0.749 -0.476
C -0.026 0.579 0.000
O 0.645 -1.591 0.619
H -1.593 -1.517 -0.708
H -0.456 -2.205 -1.844
H -1.119 -0.670 -2.153
H 1.285 -0.659 -1.101
H -0.265 1.181 -0.857
H 0.884 1.074 0.409
H -0.876 0.619 0.690
H 1.126 -2.411 0.238
C -1.885 4.902 1.901
C -0.688 4.063 2.327
C 0.672 4.460 1.788
O 1.094 3.934 0.542
C 2.448 4.192 0.148
N -0.602 4.112 3.849
H -2.763 4.348 2.231
H -1.859 4.959 0.846
H -1.799 5.891 2.347
H -0.787 3.026 1.952
H 1.379 4.255 2.598
H 0.645 5.544 1.680
H 2.540 3.877 -0.887
H 3.115 3.609 0.730
H 2.758 5.256 0.257
H -1.473 3.738 4.270
H 0.169 3.475 4.058
C 4.145 -3.640 0.366
C 3.666 -3.139 -1.006
C 4.565 -3.770 -2.096
O 4.261 -3.371 -3.400
C 5.134 -2.400 -3.880
N 2.226 -3.449 -1.138
H 3.490 -3.288 1.143
H 5.122 -3.228 0.559
H 4.236 -4.762 0.470
H 3.774 -2.055 -1.121
H 4.360 -4.867 -2.049
H 5.581 -3.537 -1.794
H 6.165 -2.848 -3.862
H 5.239 -1.438 -3.288
H 4.725 -2.054 -4.839
H 2.079 -4.463 -1.056
H 1.934 -3.209 -2.081
C -1.391 -4.875 -2.869
C -2.872 -4.742 -2.998
C -3.389 -3.517 -2.320
O -4.780 -3.369 -2.437
C -5.187 -2.144 -1.876
N -3.210 -4.708 -4.478
H -1.091 -5.083 -1.839
H -0.879 -3.942 -3.109
H -1.030 -5.692 -3.490
H -3.316 -5.660 -2.632
H -2.879 -2.717 -2.858
H -2.997 -3.512 -1.279
H -6.265 -1.902 -2.172
H -4.500 -1.320 -2.204
H -5.215 -2.173 -0.798
H -4.228 -4.584 -4.528
H -2.778 -3.851 -4.851
C -3.751 1.458 5.855
C -3.426 -0.005 5.932
C -2.154 -0.367 6.674
O -0.991 0.128 6.018
C -0.489 -0.816 5.124
N -4.519 -0.649 6.692
H -4.570 1.574 5.114
H -2.929 2.079 5.514
H -4.059 1.719 6.866
H -3.440 -0.411 4.934
H -2.102 -1.497 6.775
H -2.208 0.009 7.708
H 0.081 -1.585 5.680
H 0.193 -0.355 4.380
H -1.315 -1.247 4.541
H -4.563 -1.662 6.598
H -5.391 -0.250 6.367
C 3.409 -0.621 1.857
C 4.037 0.754 2.168
C 3.695 1.205 3.593
O 4.048 2.546 3.739
C 3.596 3.084 5.011
N 5.504 0.707 1.914
H 2.324 -0.607 2.002
H 3.873 -1.316 2.566
H 3.555 -0.973 0.797
H 3.720 1.525 1.437
H 4.217 0.610 4.378
H 2.625 1.141 3.643
H 4.053 2.413 5.747
H 2.508 3.107 5.106
H 3.988 4.090 5.114
H 5.980 1.535 2.240
H 5.967 -0.025 2.465
```

Results
Net charge: 0
Relative energy (zero: lowest compared OMol25 entry of this formula, charge and spin) in kJ/mol: 53.4
Lowest unoccupied orbital energy in eV: 0.56
Kohn-Sham gap in Eh: 0.359
SMILES: COC[C@H](C)N.COC[C@H](C)N.COC[C@H](C)N.COC[C@H](C)N.COC[C@H](C)N.CC(C)O.CC(C)O.CC(C)O.CC(C)O.CC(C)O
HOMO energy in eV: -9.218
Spin multiplicity: 1

Here are the Mulliken charges for atoms 1 to 6, given in e: number 1, C, carries 0.951; number 2, C, carries 0.319; number 3, C, carries -1.663; number 4, O, carries -0.536; number 5, H, carries -0.759; number 6, H, carries 0.661



(3)
Here is 13 unconnected molecules or ions with the total composition C35H96N13O24 at a distorted geometry from OMol25. Energies are from wB97M-V/def2-TZVPD.

```
168
Properties=species:S:1:pos:R:3
C -3.731 -0.845 1.312
N -4.721 -0.568 0.251
C -5.901 0.047 0.869
C -4.156 0.424 -0.737
C -4.929 -1.857 -0.458
C -6.027 -1.879 -1.476
O -7.338 -1.428 -1.122
H -3.589 0.056 1.907
H -2.801 -1.200 0.874
H -4.140 -1.574 2.009
H -6.536 -0.683 1.376
H -6.581 0.419 0.103
H -5.696 0.861 1.560
H -3.224 0.042 -1.157
H -3.993 1.379 -0.239
H -4.943 0.538 -1.477
H -5.093 -2.666 0.261
H -3.971 -2.118 -0.914
H -6.127 -2.916 -1.801
H -5.644 -1.298 -2.320
H -7.817 -1.373 -1.953
C 0.995 5.844 3.090
N -0.003 5.119 3.940
C -1.395 5.249 3.370
C 0.292 3.644 3.981
C 0.058 5.606 5.380
C -0.361 7.048 5.557
O -1.792 7.124 5.503
H 0.865 6.918 3.136
H 0.932 5.421 2.090
H 1.991 5.610 3.473
H -2.101 4.786 4.049
H -1.286 4.734 2.417
H -1.629 6.299 3.245
H -0.469 3.186 4.618
H 1.266 3.529 4.449
H 0.185 3.164 3.012
H 1.072 5.442 5.747
H -0.525 4.872 5.934
H 0.076 7.758 4.854
H -0.123 7.329 6.590
H -2.079 8.033 5.374
C -1.123 -6.133 -3.257
N -2.096 -5.963 -2.104
C -1.435 -6.589 -0.914
C -2.228 -4.477 -1.875
C -3.347 -6.710 -2.473
C -4.571 -6.278 -1.662
O -5.137 -5.157 -2.328
H -0.159 -5.751 -2.926
H -1.488 -5.552 -4.099
H -1.014 -7.187 -3.509
H -1.302 -7.644 -1.147
H -2.086 -6.570 -0.041
H -0.515 -6.046 -0.730
H -2.741 -4.098 -2.754
H -1.257 -4.017 -1.748
H -2.829 -4.452 -0.969
H -3.085 -7.766 -2.395
H -3.437 -6.516 -3.541
H -4.271 -6.037 -0.641
H -5.282 -7.100 -1.544
H -5.610 -5.457 -3.110
C 8.597 -2.555 -2.742
C 7.286 -3.116 -3.244
C 6.418 -2.045 -3.851
O 5.302 -2.670 -4.408
C 4.196 -1.816 -4.732
N 7.457 -4.149 -4.344
H 7.868 -3.825 -5.221
H 7.996 -4.989 -4.112
H 6.508 -4.505 -4.527
H 8.452 -2.022 -1.803
H 9.158 -1.950 -3.453
H 9.284 -3.343 -2.414
H 6.792 -3.610 -2.405
H 6.854 -1.402 -4.631
H 6.197 -1.344 -3.034
H 4.565 -1.001 -5.376
H 3.830 -1.372 -3.815
H 3.503 -2.317 -5.398
C 2.733 -0.898 -1.770
C 1.757 -1.061 -0.606
C 0.730 0.073 -0.648
O -0.260 -0.135 0.342
C 0.157 -0.010 1.664
N 1.021 -2.389 -0.820
H 0.327 -2.239 -1.562
H 1.795 -3.002 -1.083
H 0.615 -2.626 0.094
H 2.271 -1.072 -2.743
H 3.532 -1.648 -1.687
H 3.348 -0.001 -1.727
H 2.384 -1.183 0.275
H 0.204 0.194 -1.593
H 1.378 0.952 -0.511
H 1.076 -0.524 1.966
H -0.655 -0.404 2.268
H 0.387 1.014 2.002
C -1.053 -0.023 5.036
C -2.254 -0.061 5.943
C -3.471 -0.691 5.326
O -4.474 -0.912 6.287
C -5.548 -1.664 5.746
N -1.866 -0.822 7.214
H -2.478 -0.583 7.997
H -1.956 -1.822 7.010
H -0.909 -0.615 7.504
H -0.898 -1.010 4.577
H -0.109 0.182 5.544
H -1.177 0.615 4.164
H -2.577 0.920 6.294
H -3.260 -1.650 4.821
H -3.824 -0.069 4.490
H -5.279 -2.678 5.442
H -6.039 -1.146 4.918
H -6.280 -1.739 6.548
C -1.124 3.414 -0.546
C -0.171 4.551 -0.891
C 1.114 4.001 -1.467
N 2.191 4.975 -1.931
C 1.713 5.768 -3.107
C 3.500 4.203 -2.208
C 4.566 5.317 -2.072
C 4.030 6.299 -1.041
C 2.594 5.881 -0.808
H -1.380 2.754 -1.381
H -2.092 3.755 -0.171
H -0.715 2.690 0.169
H -0.050 5.184 -0.002
H -0.653 5.284 -1.549
H 0.973 3.352 -2.333
H 1.617 3.478 -0.649
H 1.616 5.099 -3.960
H 2.454 6.554 -3.225
H 0.753 6.210 -2.857
H 3.513 3.726 -3.186
H 3.640 3.438 -1.446
H 4.561 5.737 -3.081
H 5.581 4.988 -1.872
H 4.068 7.317 -1.439
H 4.649 6.343 -0.148
H 1.963 6.763 -0.722
H 2.589 5.237 0.074
N -2.122 -1.440 -3.263
O -3.390 -1.506 -3.377
O -1.391 -1.343 -4.224
O -1.521 -1.578 -2.116
N -1.617 -3.654 2.158
O -2.550 -4.387 1.781
O -0.623 -3.428 1.432
O -1.683 -3.070 3.286
N 1.311 1.327 -4.462
O 0.865 0.241 -4.863
O 0.691 2.420 -4.588
O 2.435 1.307 -3.879
N 0.798 -4.013 -4.374
O 1.035 -5.154 -4.864
O 0.657 -3.016 -5.093
O 0.703 -3.905 -3.095
N 3.259 3.527 2.158
O 3.419 3.619 3.389
O 4.125 3.950 1.372
O 2.333 2.826 1.663
N 4.545 -3.242 0.194
O 3.674 -3.820 -0.504
O 5.731 -3.233 -0.207
O 4.206 -2.570 1.203
```

Results
Net charge: +1
Lowest unoccupied orbital energy in eV: -3.03
Kohn-Sham gap in Eh: 0.181
HOMO energy in eV: -7.947
Spin multiplicity: 1

Here are the Mulliken charges for atoms 1 to 6, given in e: number 1, C, carries -0.856; number 2, N, carries 1.127; number 3, C, carries -1.020; number 4, C, carries -0.766; number 5, C, carries 0.032; number 6, C, carries -1.066